(1)
Entry from OMol25: a molecular structure, C2H2CuO2 in a non-equilibrium geometry (the ωB97M-V functional and the def2-TZVPD basis).

The geometry in XYZ format:
```
7
Properties=species:S:1:pos:R:3:mulliken_charge:R:1
O 0.54 -0.18 -2.39 -0.2275
C -0.18 0.08 -1.50 -0.0144
C 0.45 0.77 -0.33 0.1590
O 0.17 0.15 0.78 -0.5744
H 0.23 1.86 -0.41 0.3840
Cu -0.94 -1.14 1.35 0.9320
H 1.51 0.67 -1.16 0.3413
```

Results
HOMO level (alpha / beta)   -13.8219 / -16.1148 eV
Total charge   +1
Spin multiplicity   3
Gap between HOMO and LUMO (alpha / beta)   0.283 / 0.280 Eh
F_max   2.682 eV/A
Total energy   -50826.9540 eV
Relative energy (zero: lowest compared OMol25 entry of this formula, charge and spin)   45.4 kcal per mole

(2)
Entry from OMol25: 2 unconnected molecules or ions with the total composition CH2NO4P in a non-equilibrium geometry (the ωB97M-V functional and the def2-TZVPD basis).

The geometry in XYZ format:
```
9
Properties=species:S:1:pos:R:3:mulliken_charge:R:1
C -0.96 0.20 0.37 -0.0466
N 0.32 -0.07 0.40 -0.6003
O 3.93 0.76 -1.32 -0.6579
O 3.83 0.83 1.24 -0.6514
O -1.50 0.95 -0.52 -0.7971
O 3.88 -1.43 0.01 -0.6561
P 3.83 0.05 -0.02 0.9650
H -1.67 -0.34 1.21 0.2483
H 0.69 0.55 -0.28 0.1963
```

Results
HOMO level   -0.2136 eV
Total charge   -2
Gap between HOMO and LUMO   0.261 Eh
F_max   2.938 eV/A
Total energy   -20039.9922 eV
Relative energy (zero: lowest compared OMol25 entry of this formula, charge and spin)   23.7 kcal per mole

(3)
Entry from OMol25: 2 unconnected molecules or ions with the total composition C3H5NO2Si in a non-equilibrium geometry (the ωB97M-V functional and the def2-TZVPD basis).

The geometry in XYZ format:
```
12
Properties=species:S:1:pos:R:3:mulliken_charge:R:1
C -3.69 0.48 -0.36 0.1907
C -0.13 0.63 0.53 0.3068
C 1.95 0.73 -0.58 -0.6165
N -4.19 1.40 -0.82 -0.3347
O 0.05 1.50 1.34 -0.4227
O 0.63 0.15 -0.40 -0.2306
Si -2.78 -0.92 0.42 0.3916
H 2.31 1.12 0.36 0.3225
H 1.88 1.53 -1.32 0.2670
H 2.59 -0.07 -0.95 0.2219
H -2.57 -2.04 -0.48 -0.0464
H -3.21 -1.17 1.78 -0.0496
```

Results
HOMO level (alpha / beta)   -8.8147 / -8.2305 eV
Gap between HOMO and LUMO (alpha / beta)   0.283 / 0.271 Eh
F_max   2.666 eV/A
Total energy   -16651.1058 eV
Relative energy (zero: lowest compared OMol25 entry of this formula, charge and spin)   117.1 kcal per mole

(4)
Entry from OMol25: a gas-phase ion, C6H13O (charge -1) in a non-equilibrium geometry (the ωB97M-V functional and the def2-TZVPD basis).

The geometry in XYZ format:
```
20
Properties=species:S:1:pos:R:3:mulliken_charge:R:1
C -0.83 -0.04 -2.88 -1.3556
C 0.34 -0.51 -2.04 -0.2461
C 0.52 0.26 -0.70 -0.6700
C 0.92 -0.63 0.49 -0.7502
C -0.24 -0.87 1.44 -0.7222
C -0.68 0.49 2.14 -0.5085
O 0.19 1.49 2.02 -0.8581
H -1.79 -0.35 -2.49 0.3240
H -0.90 1.04 -3.01 0.3285
H -0.83 -0.46 -3.91 0.3787
H 0.20 -1.57 -1.82 0.2594
H 1.29 -0.44 -2.58 0.3009
H -0.32 0.91 -0.49 0.4308
H 1.33 0.98 -0.84 0.2758
H 1.68 -0.07 1.04 0.3694
H 1.33 -1.58 0.13 0.3984
H -1.09 -1.25 0.87 0.2309
H 0.02 -1.58 2.22 0.3851
H -1.71 0.70 1.72 0.1350
H -0.89 0.20 3.21 0.2938
```

Results
HOMO level   -2.1489 eV
Total charge   -1
Gap between HOMO and LUMO   0.219 Eh
F_max   1.203 eV/A
Total energy   -8479.5441 eV
Relative energy (zero: lowest compared OMol25 entry of this formula, charge and spin)   9.1 kcal per mole